Below is a cluster of 2 separate species, C6H16N in total, with properties calculated with ωB97M-V with the def2-TZVPD basis set.

The geometry in XYZ format:
```
23
Properties=species:S:1:pos:R:3:mulliken_spin:R:1
H -0.984 -2.659 -0.340 0.00
H -0.067 4.250 2.515 0.01
H -0.671 -1.484 2.057 0.00
H 0.295 1.491 0.198 0.00
H 0.886 -1.487 -1.685 0.00
C -0.506 -0.015 -1.028 0.00
H 1.067 4.159 1.389 0.00
H 0.003 0.131 -3.310 0.00
C -0.017 -2.382 1.639 0.00
H 1.623 -0.933 -0.306 0.00
H 0.592 1.507 -2.227 0.00
C -0.297 0.884 -2.348 0.00
H 0.404 2.822 2.118 -0.01
H -1.212 1.475 -2.817 0.00
C 0.607 -1.027 -0.719 0.00
N 0.101 3.692 1.661 1.00
H -0.710 0.176 1.131 0.00
H 0.959 -2.035 1.909 0.00
H 0.748 -3.026 -0.226 0.00
C -0.006 -2.282 0.098 0.00
H -0.290 -3.402 2.061 0.00
C -0.092 0.443 0.195 0.00
H -1.484 -0.552 -1.112 0.00
```

Properties
Charge: +2
Calculated total energy (Ha): -291.9986
Energy above the lowest of the compared OMol25 structures with the same formula, charge and spin (eV): 7.288
2S+1: 2
Molecular weight (g/mol): 102.20
Highest occupied orbital energy (spin up / spin down) (eV): -18.12 / -18.12

***

Below is a structure of composition C10H28N3OPPdS4SbSe2, with properties calculated with ωB97M-V with the def2-TZVPD basis set.

The geometry in XYZ format:
```
51
Properties=species:S:1:pos:R:3:mulliken_charge:R:1
H -2.012 -3.646 -4.643 0.35
N -4.049 -0.778 -1.751 0.43
H -1.423 -0.753 -4.190 0.32
C -4.916 -0.699 -2.908 -1.11
H 4.774 -0.654 3.387 0.30
H -4.662 0.958 -0.748 0.27
H -3.602 -3.647 -3.862 0.40
O -2.078 -1.784 -0.462 -0.68
S 1.496 4.569 -2.233 -0.65
C -5.093 -3.324 -0.561 -1.03
C 3.465 -1.861 0.916 -0.93
H -4.774 -3.462 0.480 0.29
H -5.861 -0.221 -2.632 0.35
H -2.943 -4.870 -0.363 0.31
C 0.389 -2.602 1.337 -0.92
H -0.701 -0.853 -2.583 -0.18
H -4.467 -0.110 -3.718 0.25
H 0.713 -3.632 1.487 0.36
N -2.184 -2.342 -3.022 0.57
Se 0.822 -1.996 -0.447 0.12
Pd 0.522 0.449 -0.311 0.77
H 3.116 -1.526 -1.194 0.40
S 0.183 2.586 0.488 -0.32
S 1.754 0.867 -2.309 -0.61
Se 3.297 0.021 1.420 0.20
H -3.127 -2.302 -4.915 0.28
S -0.889 1.100 1.409 -0.53
H 0.827 -1.927 2.068 0.20
C -2.769 -3.017 -4.164 -1.15
H 3.719 0.721 3.769 0.30
P -2.983 -2.039 -1.599 0.40
H -5.143 -1.695 -3.287 0.35
H -5.591 -2.362 -0.642 0.31
H -2.394 -4.675 -2.032 0.36
C -1.091 -1.448 -3.409 -0.50
H -3.944 -5.473 -1.702 0.35
H -3.030 0.385 -0.324 0.09
N -3.968 -3.390 -1.484 0.13
C 2.770 -2.185 -0.396 -0.83
C -3.273 -4.669 -1.390 -1.12
C 3.766 -0.253 3.288 -0.98
H -0.256 -2.031 -3.807 0.28
H -0.695 -2.529 1.379 0.30
H 2.996 -3.213 -0.684 0.44
Sb 0.237 2.699 -2.385 0.17
H 3.065 -2.460 1.735 0.34
H 4.526 -2.097 0.819 0.43
H -3.305 1.201 -1.869 0.22
H 3.048 -0.918 3.766 0.28
C -3.742 0.512 -1.137 -0.71
H -5.806 -4.115 -0.809 0.35
```

Properties
Charge: -1
Calculated total energy (Ha): -7742.6352
Energy above the lowest of the compared OMol25 structures with the same formula, charge and spin (eV): 0.000
Molecular weight (g/mol): 751.70
Highest occupied orbital energy (eV): -3.69

***

Below is the molecule C4H6O2, with properties calculated with ωB97M-V with the def2-TZVPD basis set.

The geometry in XYZ format:
```
12
Properties=species:S:1:pos:R:3:mulliken_charge:R:1
H 2.386 0.268 0.036 0.41
O 0.460 0.330 -2.122 -0.53
C 0.387 -0.005 -0.800 0.41
H -1.076 -0.510 2.063 0.29
H -0.827 -1.672 -0.145 0.23
O 0.792 -0.005 1.414 -0.39
H 0.859 1.209 -2.147 0.34
C 1.314 0.133 0.146 -0.44
H -1.774 -0.263 -0.692 0.28
C -0.864 -0.572 -0.172 -0.43
C -0.649 0.023 1.216 -0.42
H -1.010 1.066 1.203 0.26
```

Properties
Structure (SMILES): OC1=COCC1
Calculated total energy (Ha): -306.4404
Energy above the lowest of the compared OMol25 structures with the same formula, charge and spin (eV): 1.793
Molecular weight (g/mol): 86.09
Highest occupied orbital energy (eV): -8.04